No. 1
Density functional theory data (ωB97M-V/def2-TZVPD) for C16H32O2P2Pb as an isolated structure.

```
53
Properties=species:S:1:pos:R:3:lowdin_charge:R:1
Pb 3.02238 1.11035 -2.00210 1.354
P 0.32044 -1.48452 -5.38606 0.982
P 0.24523 2.03460 -4.37661 1.036
O 2.30092 2.78016 -0.59458 -0.342
O 1.49232 3.58961 1.38448 0.056
C 1.19844 1.17413 -5.68663 -0.332
C -3.05273 -1.84111 -3.55271 -0.151
C -1.51162 1.06037 -3.88292 -0.279
C 1.48703 2.80585 0.43948 -0.521
C 2.67134 -0.13708 -0.15780 -0.323
C -0.73578 -2.42578 -6.56189 -0.158
C -1.81939 -2.53288 -3.83369 -0.100
C -3.35135 -0.50624 -4.39529 -0.139
C -0.19491 -0.83478 -2.69318 -0.187
C 1.43831 3.16673 -3.58000 -0.258
C -0.50074 -1.98771 -3.73856 -0.347
C 0.46048 0.04097 -6.39073 -0.309
C -0.66421 3.30125 -5.37824 -0.186
C 1.89034 -2.34814 -5.46620 -0.151
C -2.20644 0.24338 -4.84677 -0.149
C -1.16757 0.31162 -2.56025 -0.197
H -1.85608 -3.60595 -4.06793 0.132
H 2.38126 -1.12979 -0.54209 -0.026
H 1.43551 1.95237 -6.43083 0.115
H 0.21016 -2.80941 -3.47607 0.135
H 2.14948 0.81580 -5.24385 0.070
H 1.88846 -2.96122 -6.37328 0.079
H 0.84260 -0.46771 -2.83763 0.042
H -3.94948 0.11608 -3.72030 0.140
H -0.12206 -2.62789 -7.45381 0.076
H 2.71519 -1.63202 -5.51098 0.066
H 1.90791 0.26899 0.52485 -0.008
H 0.72827 2.01131 0.43292 0.100
H -0.09271 -1.31915 -1.70266 0.139
H -1.49601 2.87725 -5.96032 0.064
H -3.85235 -2.57066 -3.82834 0.138
H 1.37425 4.17076 -4.02732 0.092
H 3.66898 -0.18003 0.31558 0.009
H -2.25034 0.59923 -5.87449 0.107
H -0.54684 0.31929 -6.75423 0.086
H 1.04875 -0.28216 -7.27052 0.127
H -1.07785 -3.36977 -6.11008 0.070
H -4.00040 -0.81308 -5.22796 0.134
H -2.12448 1.95805 -3.64246 0.145
H -1.61576 -1.82132 -6.83616 0.072
H 0.04693 3.78994 -6.05969 0.074
H 1.25374 3.24963 -2.50989 0.023
H 2.01682 -2.99894 -4.59819 0.071
H -0.73642 1.04838 -1.86191 0.119
H -1.05913 4.05527 -4.67949 0.081
H 2.44340 2.81883 -3.82118 -0.034
H -3.18945 -1.61959 -2.45767 0.139
H -2.07923 -0.04707 -2.05940 0.120
```

The value obtained for the HOMO energy (spin up / spin down) is -13.954 / -13.954 eV. As for the largest force on an atom: 4.07 eV Å⁻¹. The value obtained for the energy is -1654.08618 Eh. As for the total charge: +2.

---

No. 2
Density functional theory data (ωB97M-V/def2-TZVPD) for C18H50Cl2HfN2Na2O20S3 as an isolated structure.

```
98
Properties=species:S:1:pos:R:3:lowdin_charge:R:1
Hf 3.00931 7.59569 4.32342 1.958
Cl 5.75293 4.35632 9.69522 0.589
Cl 5.41926 7.59606 10.38106 0.586
S 5.18206 5.63498 4.95597 0.359
S 0.87021 5.83411 3.06726 0.333
S 4.83022 9.54089 5.71588 0.315
Na 7.91580 7.61259 5.54592 0.643
Na 3.52435 3.43284 2.63293 0.382
O 4.99937 6.65595 3.89309 -0.421
O 0.09036 4.99582 3.95820 -0.283
O 2.36364 5.65444 3.30220 -0.450
O 5.85253 2.08980 2.92079 -0.137
O 3.92010 5.96655 5.67266 -0.390
O 3.92565 8.49125 6.20359 -0.421
O -0.11766 12.23150 4.49522 -0.192
O 8.12347 4.20765 7.10024 -0.138
O 0.50690 5.79026 1.66765 -0.304
O 1.52507 7.30611 6.06747 -0.323
O 2.21117 1.33756 2.58719 -0.218
O 4.29984 10.85039 6.06399 -0.302
O 6.22032 9.33823 6.10228 -0.311
O 5.07979 4.29892 4.39974 -0.293
O 4.94825 3.97061 0.62786 -0.196
O 4.56404 9.22202 4.26824 -0.446
O 0.92128 7.22488 3.60566 -0.441
O 3.21859 2.69734 5.58667 -0.130
O 6.34556 5.91292 5.76203 -0.296
O 7.53216 7.27256 2.94353 -0.142
N 2.04782 3.57288 0.66037 -0.069
N 1.85866 9.76236 4.76102 -0.121
C 2.85139 3.55972 -0.54436 -0.181
C 4.65993 5.47878 8.89959 -0.688
C 5.23482 6.89119 8.79226 -0.686
C 6.00013 4.87567 0.86482 -0.099
C -0.44025 13.57476 4.78593 -0.107
C 7.54696 8.21677 1.89784 -0.134
C 1.86281 1.12525 1.22889 -0.192
C 4.08298 4.45466 -0.39203 -0.190
C 1.33761 6.17952 6.92727 -0.040
C 0.63411 9.53164 5.56440 -0.159
C 1.55831 10.70389 3.65379 -0.150
C 3.71411 2.05860 6.76004 -0.129
C 1.24690 12.12598 4.13347 -0.213
C 2.82170 0.22152 3.21784 -0.075
C 7.23681 1.78089 2.69462 -0.105
C 8.10773 3.14006 6.17171 -0.165
C 0.77389 8.41346 6.56863 -0.162
C 1.14590 2.40086 0.75552 -0.156
H 8.49690 8.73129 1.77912 0.083
H 6.61359 4.48656 1.67696 0.077
H 1.75590 6.39823 7.91303 0.101
H 3.66678 2.71508 7.63657 0.069
H 7.66607 1.49025 3.65405 0.076
H 4.51674 7.50049 8.24247 0.051
H 3.65705 -0.14471 2.61375 0.091
H 2.48377 10.70897 3.07063 0.119
H 1.85504 5.29203 6.57140 0.089
H 1.42875 4.37838 0.67707 0.072
H 3.77303 5.47747 -0.13628 0.131
H 2.11144 -0.61323 3.25912 0.091
H 6.67961 5.08715 0.03425 0.100
H -1.49337 13.62462 5.05780 0.090
H 0.23856 10.45459 5.98639 0.129
H 0.76032 10.34592 3.00421 0.133
H 7.28106 0.91036 2.04406 0.083
H -0.14032 9.22618 4.85403 0.126
H -0.22540 8.05836 6.82303 0.137
H 3.07086 1.19880 6.96533 0.082
H 7.34372 7.76875 0.91959 0.073
H 0.38177 2.72462 1.46384 0.130
H 0.16873 13.95201 5.61264 0.092
H 1.26702 8.77930 7.47547 0.140
H 8.88319 2.40741 6.39303 0.082
H 4.66308 4.50296 -1.32177 0.127
H 8.35190 3.49654 5.16286 0.074
H 3.08142 0.53765 4.22136 0.077
H 4.46198 5.09657 7.89854 0.037
H 5.57239 5.81681 1.23104 0.083
H 7.70480 2.64062 2.21662 0.072
H 2.47063 10.33821 5.35337 0.074
H 6.75253 8.94730 2.06974 0.085
H 1.97371 12.46799 4.88101 0.134
H 2.78154 0.88307 0.68355 0.122
H 0.60929 2.18669 -0.17746 0.121
H 7.14097 2.63012 6.14531 0.069
H 1.43282 12.82478 3.30739 0.125
H 1.15710 0.28868 1.17965 0.128
H 3.70974 5.54296 9.42695 0.067
H 3.91765 3.33186 5.37750 0.006
H 2.30076 3.92522 -1.42226 0.128
H 4.73220 1.69372 6.57769 0.079
H 7.48739 4.84793 6.74562 0.011
H 5.78917 2.66613 3.69353 0.028
H -0.31202 14.23696 3.92237 0.089
H 3.13941 2.52775 -0.75569 0.118
H 0.27491 5.95001 6.97666 0.108
H 6.17001 6.94803 8.23885 0.059
H 6.64765 6.91887 3.13201 0.022
```

The value obtained for the HOMO energy is -9.486 eV. As for the largest force on an atom: 3.78 eV Å⁻¹. The value obtained for the energy is -4818.04696 Eh.

---

No. 3
Density functional theory data (ωB97M-V/def2-TZVPD) for a 2-piece molecular cluster, C2H3F2IO overall.

```
9
Properties=species:S:1:pos:R:3:lowdin_charge:R:1
I 2.56560 -1.46568 -1.23159 0.733
F 1.01516 0.99666 -1.60747 -0.081
F 1.90778 0.97595 0.35845 -0.054
O -1.53174 -0.67314 1.41825 -0.025
C 1.31458 0.16699 -0.55945 -0.806
C -1.24326 -0.12592 0.23675 -0.081
H -0.92109 0.87046 -0.01977 0.041
H -1.66514 0.00330 2.15235 0.152
H -1.44188 -0.74862 -0.74753 0.122
```

The value obtained for the HOMO energy (spin up / spin down) is -8.581 / -7.833 eV. As for the largest force on an atom: 3.81 eV Å⁻¹. The value obtained for the energy is -650.51753 Eh.

---

No. 4
Density functional theory data (ωB97M-V/def2-TZVPD) for one molecule with the formula C16H25NO2.

```
44
Properties=species:S:1:pos:R:3:lowdin_charge:R:1
O -0.20600 1.70227 -0.57666 0.113
O 0.58962 -0.38691 -0.77953 -0.012
N -2.27308 -0.89488 -1.87805 -0.184
C 1.13670 -0.65541 3.43692 -0.085
C 2.33619 1.04354 1.25194 -0.198
C -4.22107 0.53982 -2.33543 -0.085
C 0.62926 -0.66694 2.00041 -0.203
C 0.86733 0.68549 1.31809 -0.189
C 0.21622 -0.43894 -2.15514 -0.124
C -2.70200 0.40533 -2.36206 -0.255
C 2.79975 2.20687 1.85186 -0.027
C 5.03848 1.71262 1.14631 -0.092
C -3.59880 -2.12186 -0.20828 -0.077
C -1.01129 -1.34583 -2.40126 -0.163
C -2.47258 -1.11712 -0.45366 -0.252
C 4.58329 0.55463 0.53890 -0.075
C 3.24143 0.22305 0.58953 -0.028
C 0.33836 0.73638 -0.10524 -0.462
C 4.14237 2.53880 1.80168 -0.080
H -4.53843 -1.75352 -0.60720 0.058
H -1.10756 -1.44762 -3.48774 0.123
H 6.08635 1.97080 1.10609 0.100
H 0.01580 0.57783 -2.50397 0.119
H 4.48860 3.44565 2.27541 0.102
H 2.89347 -0.67718 0.10563 0.113
H -4.51376 1.46857 -2.81918 0.070
H 0.63420 0.11788 4.01394 0.078
H -4.59556 0.55434 -1.31575 0.063
H 0.94763 -1.61520 3.91164 0.073
H -2.36329 0.49521 -3.39784 0.119
H 2.10553 2.85763 2.36356 0.115
H 2.20656 -0.46125 3.46233 0.075
H -2.25544 1.22993 -1.78302 0.105
H -3.36634 -3.06370 -0.69846 0.072
H 1.07810 -0.84928 -2.68842 0.129
H 0.34178 1.46892 1.87350 0.152
H -2.70303 -0.17124 0.05063 0.122
H -1.55705 -1.51413 -0.00584 0.098
H -0.80455 -2.33473 -1.98537 0.125
H -0.44223 -0.87926 1.99638 0.109
H 5.27637 -0.09283 0.02155 0.103
H -4.67750 -0.29226 -2.86524 0.075
H -3.71535 -2.30076 0.85831 0.068
H 1.13148 -1.45470 1.43877 0.112
```

The value obtained for the HOMO energy is -8.146 eV. As for the largest force on an atom: 0.76 eV Å⁻¹. The value obtained for the energy is -829.91107 Eh. The structure (SMILES) is CC[C@H](C(=O)OCCN(CC)CC)c1ccccc1.

---

No. 5
Density functional theory data (ωB97M-V/def2-TZVPD) for one molecule with the formula C4H6Cl2OS.

```
14
Properties=species:S:1:pos:R:3:lowdin_charge:R:1
Cl -0.36788 0.29046 1.66158 0.686
Cl -0.90030 1.84840 -0.74328 0.622
S 2.48740 -0.01046 0.11764 0.722
O -2.07442 -1.64348 0.13724 -0.025
C -0.38368 0.28171 -0.08373 -1.192
C 0.89857 -0.32782 -0.71130 -0.725
C 0.22085 -1.70789 -0.73043 -0.122
C -1.13088 -0.97180 -0.65598 -0.425
H -2.89024 -1.14698 0.14999 0.095
H 3.25420 -0.37149 -0.94536 -0.128
H -1.54961 -0.75701 -1.67425 0.159
H 0.99939 0.12969 -1.71428 0.098
H 0.45605 -2.37707 -1.55615 0.118
H 0.45712 -2.16775 0.23762 0.117
```

The value obtained for the HOMO energy is -9.375 eV. As for the largest force on an atom: 1.33 eV Å⁻¹. The value obtained for the energy is -1549.80002 Eh. The structure (SMILES) is O[C@@H]1C[C@H](S)C1(Cl)Cl.